(1)
{"formula": "C6H14O3SSi", "method": "ωB97M-V with the def2-TZVPD basis set", "e_homo_ev": [-7.86, -7.86], "relative_energy_kcal_mol": 54.7, "energy_ev": -31302.3465, "gap_ev": [6.067, 6.065], "elements": ["C", "C", "C", "C", "C", "C", "O", "O", "O", "Si", "S", "H", "H", "H", "H", "H", "H", "H", "H", "H", "H", "H", "H", "H", "H"], "xyz": [[-2.7265, -2.5755, 0.1656], [-1.6877, -1.8004, -0.2384], [-0.1764, 0.9044, -2.3112], [3.3286, -0.7005, 0.1748], [0.8866, 2.3226, 1.6460], [-0.7767, -1.0553, 0.5774], [0.5365, -0.0954, -1.7510], [1.9654, -0.7836, 0.4292], [0.5694, 1.5014, 0.4235], [0.6196, 0.0102, -0.1141], [-2.7664, 0.9133, 0.0547], [-3.1896, -3.0486, -0.6504], [-3.0357, -2.6537, 1.2282], [-1.6997, -1.6862, -1.3311], [-0.2738, 1.8656, -1.6944], [-1.3238, 0.5091, -2.4047], [0.2631, 1.1603, -3.1849], [3.6793, 0.1883, 0.8150], [3.7517, -0.5225, -0.7402], [3.9638, -1.6302, 0.5760], [1.3040, 1.6723, 2.4853], [-0.0504, 2.6896, 1.9804], [1.5595, 3.1072, 1.3288], [-0.9896, -1.2489, 1.5745], [-3.7312, 0.9566, 0.9609]]}

---

(2)
{"formula": "C11H23ClNO2P2Pd", "method": "ωB97M-V with the def2-TZVPD basis set", "e_homo_ev": [-9.33, -11.93], "spin_multiplicity": 3, "relative_energy_kcal_mol": 2.9, "total_charge": 1, "energy_ev": -51938.9995, "gap_ev": [6.621, 7.132], "elements": ["Pd", "P", "C", "C", "N", "C", "C", "C", "C", "C", "P", "H", "H", "H", "H", "H", "H", "H", "H", "O", "H", "H", "O", "H", "C", "H", "H", "H", "C", "H", "H", "H", "C", "H", "H", "H", "C", "H", "H", "H", "Cl"], "xyz": [[-0.2087, 0.2040, 1.0754], [1.8932, -0.6788, 1.3323], [2.1506, -1.3141, -0.3313], [0.9867, -1.5413, -1.1102], [-0.2551, -1.2217, -0.5289], [-1.4215, -1.4251, -1.1894], [-1.4455, -2.2974, -2.3090], [-0.2290, -2.7269, -2.8693], [0.9802, -2.2321, -2.3732], [-2.7335, -0.7917, -0.6480], [-2.2839, 0.6945, 0.3836], [1.9571, -2.4551, -2.8454], [-2.4103, -2.6410, -2.6954], [-0.2309, -3.3807, -3.7813], [-3.4349, -0.5482, -1.4730], [-3.1830, -1.5590, 0.0252], [3.0149, 1.4785, -1.3726], [3.1229, -1.2488, -0.8524], [1.0710, 2.8895, -0.3345], [2.5232, 2.3122, -1.5816], [2.5327, 2.2900, -2.5485], [0.1420, 1.9918, 1.4733], [0.4066, 3.2163, 0.2762], [0.9317, 3.7312, 0.9575], [-2.4388, 2.0253, -0.8197], [-3.4951, 2.2497, -1.0136], [-1.9293, 2.8895, -0.4070], [-1.9511, 1.7452, -1.7578], [-3.6565, 0.8870, 1.5073], [-3.2883, 1.4490, 2.3518], [-4.4927, 1.4387, 1.0893], [-4.0432, -0.0558, 1.8864], [2.0804, -2.2734, 2.2136], [3.1264, -2.6041, 2.0893], [1.8404, -2.2190, 3.2814], [1.4018, -2.9977, 1.7349], [3.1039, 0.5078, 1.9862], [2.7158, 0.9875, 2.8987], [4.0353, -0.0178, 2.2427], [3.2960, 1.2859, 1.2362], [-0.1816, 1.9563, 2.8003]]}

---

(3)
{"formula": "C17H18BN7O4W", "method": "ωB97M-V with the def2-TZVPD basis set", "e_homo_ev": [-15.05, -15.05], "spin_multiplicity": 3, "total_charge": 2, "energy_ev": -39024.7614, "gap_ev": [5.054, 5.782], "elements": ["H", "N", "B", "N", "C", "W", "H", "C", "H", "C", "H", "C", "H", "H", "H", "N", "N", "N", "N", "C", "C", "H", "H", "C", "C", "C", "C", "H", "H", "H", "H", "H", "O", "C", "O", "C", "C", "C", "C", "C", "C", "N", "O", "O", "H", "H", "H", "H"], "xyz": [[-1.6462, -1.1435, -2.6674], [-0.0433, 0.2358, -2.6573], [1.7989, 1.9156, -3.2954], [0.6043, 0.9903, -3.6368], [0.0042, 0.7524, -4.8101], [0.3214, 0.5603, -0.6823], [0.3588, 1.2490, -5.7017], [-1.0399, -0.1531, -4.6175], [-1.7176, -0.5274, -5.3624], [-1.0407, -0.4750, -3.2602], [2.2208, 2.4765, -4.2719], [0.7329, -2.0837, 3.5639], [-0.0217, -1.9755, 4.3494], [0.7575, -1.1661, 2.9677], [1.7128, -2.2357, 4.0292], [2.9215, 1.0319, -2.6555], [1.3529, 2.9250, -2.2060], [2.6353, 0.3056, -1.5298], [0.8219, 2.4954, -0.9897], [4.2126, 0.8427, -2.9908], [1.4078, 4.2622, -2.1891], [4.6086, 1.3400, -3.8555], [1.7926, 4.7902, -3.0495], [4.7759, -0.0236, -2.0582], [0.9136, 4.7266, -0.9696], [3.7524, -0.3457, -1.1539], [0.5556, 3.6014, -0.2279], [5.7800, -0.3744, -2.0270], [0.8237, 5.7527, -0.6629], [3.7460, -0.9874, -0.2775], [0.1433, 3.4800, 0.7633], [0.4968, -2.8841, 2.9657], [-1.3018, -1.6456, -0.3160], [-1.4289, -0.9651, 0.7243], [-0.7582, 0.1583, 0.9667], [-2.3101, -1.3550, 1.8620], [-2.5752, -0.4479, 2.9022], [-3.1572, -0.8967, 4.0780], [-3.4550, -2.2679, 4.2081], [-3.3416, -3.1461, 3.1122], [-2.7580, -2.6830, 1.9427], [-3.5622, -2.8253, 5.5165], [-3.4676, -2.0613, 6.5035], [-3.7146, -4.0629, 5.6279], [-2.3052, 0.6027, 2.8003], [-3.3301, -0.2295, 4.9185], [-3.6497, -4.1818, 3.2270], [-2.6270, -3.3510, 1.0930]]}

---

(4)
{"formula": "C6H9N", "method": "ωB97M-V with the def2-TZVPD basis set", "e_homo_ev": -7.69, "relative_energy_kcal_mol": 0.0, "energy_ev": -7858.1596, "gap_ev": 8.717, "smiles": "Cc1ccc(C)[nH]1", "elements": ["C", "C", "C", "C", "C", "C", "N", "H", "H", "H", "H", "H", "H", "H", "H", "H"], "xyz": [[0.3748, -1.9204, -1.6406], [-0.1145, -0.9410, -0.6245], [-1.2713, -0.8977, 0.1114], [-1.2277, 0.2738, 0.9212], [-0.0433, 0.9165, 0.6654], [0.5591, 2.1473, 1.2625], [0.6198, 0.1661, -0.2755], [1.4057, -2.2351, -1.4387], [-0.2518, -2.8152, -1.6207], [0.3447, -1.5157, -2.6597], [-2.0667, -1.6296, 0.0668], [-1.9788, 0.6040, 1.6261], [0.9888, 2.8052, 0.4983], [-0.2045, 2.7194, 1.7954], [1.3527, 1.9113, 1.9826], [1.5130, 0.4112, -0.6701]]}